This record from OMol25 describes a molecular structure, C10H26NO8S2. The level of theory is ωB97M-V with the def2-TZVPD basis set.

Geometry as XYZ:
```
47
Properties=species:S:1:pos:R:3:nbo_charge:R:1
C -3.1495 -0.0427 -0.0277 -0.624
C -3.0002 -0.4902 -1.5034 -0.433
C -2.0759 0.4048 -2.3355 -0.049
O -0.7425 -0.0598 -2.3882 -0.525
C -0.0319 0.0998 -1.1723 -0.372
S 1.7091 0.5080 -1.5585 2.251
O 2.4273 -0.7173 -1.2944 -1.007
O 1.8209 0.8965 -2.9334 -0.973
N 2.2900 1.6367 -0.5453 -1.179
S 1.2395 2.7656 -0.1165 2.309
O 0.2312 2.3186 0.8310 -1.027
O 1.9847 3.8780 0.3869 -0.979
C 0.3727 3.3593 -1.5673 -0.729
C -0.7510 4.3643 -1.2457 -0.049
O -0.7165 4.9215 0.0471 -0.717
H -4.1907 0.0260 0.2573 0.195
H -2.6031 -0.7363 0.5936 0.228
H -2.7230 0.9375 0.1305 0.207
H -2.6777 -1.5177 -1.5701 0.216
H -3.9903 -0.4354 -1.9469 0.188
H -2.1528 1.4278 -1.9668 0.152
H -2.4535 0.4124 -3.3505 0.180
H -0.0129 -0.8629 -0.6790 0.235
H -0.4986 0.8086 -0.5098 0.226
H -0.0709 2.5518 -2.1296 0.237
H 1.0981 3.8403 -2.2023 0.242
H -1.7220 3.8971 -1.4002 0.148
H -0.7149 5.2016 -1.9284 0.171
H -1.1677 4.3380 0.6688 0.480
C 0.2639 -5.0326 0.4649 -0.633
C -0.1501 -3.7304 1.1250 -0.083
O -1.0598 -2.9973 0.3032 -0.726
H 0.7178 -4.8349 -0.5066 0.217
H 0.9810 -5.5730 1.0848 0.207
H -0.6035 -5.6793 0.2943 0.182
H 0.6978 -3.0634 1.2693 0.240
H -0.6083 -3.9265 2.1022 0.138
H -1.8407 -3.5419 0.1589 0.451
C 2.7102 0.3163 2.8311 -0.643
C 2.5725 -1.1516 3.1837 -0.053
O 2.1829 -1.9302 2.0527 -0.743
H 1.7741 0.7062 2.4379 0.241
H 2.9942 0.9038 3.7077 0.197
H 3.4642 0.4604 2.0559 0.219
H 1.8013 -1.2918 3.9418 0.163
H 3.5182 -1.5448 3.5796 0.141
H 2.8568 -1.8209 1.3702 0.483
```

## Properties
Charge: -1
HOMO energy (eV): -5.58

=====

This record from OMol25 describes a molecular structure, C3H5NO2. The level of theory is ωB97M-V with the def2-TZVPD basis set.

Geometry as XYZ:
```
11
Properties=species:S:1:pos:R:3:nbo_charge:R:1
C -0.4018 -0.0696 0.1849 -0.185
C 0.5090 -0.5230 -0.9769 -0.095
C -0.2860 1.2797 -0.4842 0.759
H 0.7873 0.1262 1.7428 0.355
H -0.3012 -1.1532 2.0755 0.377
H -1.3393 -0.5419 0.0632 0.226
H 1.5421 -0.8020 -0.6086 0.184
H 0.0204 -1.3306 -1.5743 0.190
N -0.1701 -0.1653 1.6326 -0.806
O 0.3159 0.7489 -1.6234 -0.484
O -0.6764 2.4309 -0.4315 -0.521
```

## Properties
Relative energy (zero: lowest compared OMol25 entry of this formula, charge and spin) (eV): 1.808
Charge: 0
HOMO energy (eV): -10.20

=====

Max |F|: 0.037; 0.078 (Eh/bohr)